Density functional theory data (wB97M-V/def2-TZVPD) for a 2-piece molecular cluster, C4H12N4 overall at a distorted geometry.

Geometry as XYZ:
```
20
Properties=species:S:1:pos:R:3:forces:R:3:lowdin_charge:R:1
H 0.30094 1.88519 1.10267 -0.01 0.00 -0.08 0.07
C 0.20304 -0.49270 -0.74285 7.38 1.77 0.40 -0.29
N -2.04906 -0.51043 -0.56051 1.08 2.23 0.36 -0.10
H 1.07646 -2.10189 -1.50382 -0.28 -0.04 -0.10 0.10
C -0.51995 1.78861 0.38765 0.00 0.09 -0.01 -0.08
H -2.76990 -1.62250 0.94621 0.07 0.08 -0.15 0.06
H 2.46899 -1.10501 0.87340 0.02 0.03 0.03 0.07
H -1.44706 1.67781 0.96842 0.21 0.10 0.00 0.07
H -2.58617 0.23062 -1.01354 -0.16 -0.37 0.01 0.06
C -0.39253 0.57532 -0.41491 -5.31 -2.06 -0.10 -0.12
H 2.32730 0.60004 1.33931 -0.05 -0.08 0.01 0.06
C 2.62186 -0.08167 0.52616 -0.14 -0.04 0.13 -0.20
H -0.64478 -2.23276 -1.11534 0.21 -0.15 -0.21 0.08
H 1.95265 1.08349 -1.01116 -0.46 -0.22 0.01 0.06
H -3.32222 -0.07518 0.99555 0.19 -0.14 -0.18 0.06
H 3.69986 0.05290 0.36876 -0.10 -0.03 -0.01 0.07
N 0.26591 -1.81997 -0.97273 -0.50 0.35 0.05 0.11
N -2.51849 -0.65723 0.76688 -0.31 0.21 0.34 -0.08
N 1.90954 0.11014 -0.72091 -1.81 -1.70 -0.59 -0.08
H -0.57640 2.69521 -0.21924 -0.04 -0.03 0.08 0.08
```
Positions in Å, forces in eV/Å.

Values from the calculation:
Highest occupied orbital energy ... -7.2497 eV
Energy above the lowest of the compared OMol25 structures with the same formula, charge and spin ... 564.0 kJ/mol
LUMO ... 1.056 eV
F_max ... 7.6 eV/Å
Frontier orbital gap ... 8.3 eV